A structure of composition C5H6N2O4 at a distorted geometry. Source: the Open Molecules 2025 dataset; level of theory: ωB97M-V with the def2-TZVPD basis set.

calculated total energy: -604.26304 Eh
orbital gap: 8.88 eV
energy above the lowest of the compared OMol25 structures with the same formula, charge and spin: 9.798 eV
LUMO level: -1.60 eV

```
! RIJCOSX wB97M-V def2-TZVPD def2/J DEFGRID3
* xyz 0 1
C 0.60689 0.72850 0.71849
C 0.94326 -0.12690 -0.51423
C -1.66219 0.28403 -0.56329
C -1.23409 -1.17443 0.60166
C -0.37518 -0.17066 0.09019
N -2.39805 1.38584 -0.08365
N -1.37086 -2.48008 -0.03816
O -2.00949 1.84105 0.98361
O -3.32591 1.83413 -0.74796
O -1.01031 -2.54803 -1.16326
O -1.92861 -3.32549 0.63144
H 0.77741 0.30604 1.74053
H 0.59494 1.82588 0.42964
H 1.00394 0.54671 -1.39903
H 1.54387 -1.11575 -0.58883
H -1.61792 -0.20796 -1.57465
H -1.60973 -1.16051 1.54065
*
```


A structure of composition C23H20MoN2O6PS4 at a distorted geometry. Source: the Open Molecules 2025 dataset; level of theory: ωB97M-V with the def2-TZVPD basis set.

calculated total energy: -3450.68879 Eh
orbital gap: 4.75 eV
LUMO level: -12.17 eV

```
! RIJCOSX wB97M-V def2-TZVPD def2/J DEFGRID3
* xyz 3 1
Mo 0.02592 -0.00227 0.19518
O -1.59703 -1.65233 -2.93138
S -0.64634 -1.54377 -1.90538
O 0.21787 -0.29154 -1.83951
O -1.29839 -1.30063 -0.48868
C 0.62331 -2.74888 -2.06294
C 0.40672 -3.74135 -2.98561
C 1.50792 -4.46495 -3.47816
C 2.78745 -4.14020 -3.09947
C 3.01754 -3.15921 -2.11748
C 1.95035 -2.47299 -1.60033
S 2.20078 -1.61067 -0.09739
O 3.41236 -1.95919 0.52395
O 0.90909 -1.91854 0.59954
O 1.99966 -0.03332 -0.15727
H -0.59252 -3.93690 -3.35656
H 1.33723 -5.26443 -4.18658
H 3.63099 -4.65346 -3.54148
H 4.01632 -2.97641 -1.74102
S -1.71189 2.88229 -3.37672
P -2.13526 3.80154 -1.80011
S -0.86024 1.91188 0.02486
C -1.24777 5.25408 -1.32361
C -1.71806 6.39572 -1.98918
C -1.12011 7.61621 -1.72451
C -0.07652 7.69958 -0.81057
C 0.37827 6.56589 -0.14871
C -0.20147 5.33499 -0.40338
C -3.73073 3.75066 -1.13009
C -3.93890 4.23818 0.17602
C -5.22791 4.34237 0.65233
C -6.29916 3.98221 -0.16675
C -6.09343 3.50394 -1.45811
C -4.80902 3.36640 -1.94640
H -2.53168 6.33891 -2.70358
H -1.47233 8.50247 -2.23511
H 0.38931 8.65659 -0.61583
H 1.18811 6.64387 0.56454
H 0.16745 4.45812 0.11244
H -3.10105 4.54364 0.79333
H -5.41014 4.71787 1.65037
H -7.31014 4.08071 0.20822
H -6.93695 3.24505 -2.08363
H -4.63831 2.99376 -2.94794
N 2.75212 0.55902 2.63809
C 1.54022 0.19409 3.04425
C 1.29694 -0.16976 4.39599
C 0.04918 -0.50782 4.80979
C -1.04124 -0.50555 3.89641
C -0.75809 -0.13932 2.63177
N 0.49088 0.19822 2.19445
H 3.53215 0.47336 3.27043
H 2.96041 0.78618 1.68270
H 2.13639 -0.17944 5.07877
H -0.12383 -0.78190 5.84274
H -2.04739 -0.75273 4.19916
H -1.57266 -0.08537 1.88215
*
```


The ion C5H13N2 with charge +1 at a distorted geometry. Source: the Open Molecules 2025 dataset; level of theory: ωB97M-V with the def2-TZVPD basis set.

calculated total energy: -307.55936 Eh
orbital gap: 11.24 eV
energy above the lowest of the compared OMol25 structures with the same formula, charge and spin: 1.694 eV
LUMO level: -3.81 eV
SMILES: CCCC/[NH+]=C\N

```
! RIJCOSX wB97M-V def2-TZVPD def2/J DEFGRID3
* xyz 1 1
C 0.77012 -1.93304 -1.30277
C 0.53237 -2.09172 0.19316
C -0.57775 -1.20226 0.83192
C -0.26171 0.28417 0.74258
N -0.22148 3.21008 0.51385
C -0.62548 2.40576 -0.46723
N -0.67952 1.10839 -0.43369
H 0.94297 -0.89188 -1.58359
H -0.11316 -2.25084 -1.86059
H 1.62437 -2.52122 -1.62916
H 1.38302 -1.72887 0.76718
H 0.11365 -3.08111 0.34461
H -0.36008 -1.34543 1.89657
H -1.63479 -1.43457 0.79604
H -0.71509 0.84944 1.55978
H 0.82397 0.39054 0.85381
H 0.17591 2.77596 1.33504
H 0.18181 4.01565 0.13453
H -0.88042 2.86164 -1.41398
H -0.47873 0.57931 -1.27805
*
```


The molecule C4H5NO. Source: the Open Molecules 2025 dataset; level of theory: ωB97M-V with the def2-TZVPD basis set.

calculated total energy: -285.38672 Eh
orbital gap: 11.04 eV
energy above the lowest of the compared OMol25 structures with the same formula, charge and spin: 0.758 eV
LUMO level: 0.55 eV
SMILES: N#CCCC=O

```
! RIJCOSX wB97M-V def2-TZVPD def2/J DEFGRID3
* xyz 0 1
C -0.63967 0.29968 0.09105
C 0.56695 -0.66078 0.11036
C -0.09740 1.70421 0.01631
C 0.18126 -1.99592 -0.26865
O 0.21410 2.24647 -1.00478
N -0.11504 -3.04915 -0.60007
H 0.03426 2.20269 0.99843
H -1.25636 0.15475 0.97712
H -1.23127 0.10659 -0.80521
H 1.02944 -0.68547 1.10145
H 1.31372 -0.32308 -0.61599
*
```


A cluster of 6 separate species, C28H60N4O14S6 in total at a distorted geometry. Source: the Open Molecules 2025 dataset; level of theory: ωB97M-V with the def2-TZVPD basis set.

calculated total energy: -4764.34210 Eh
orbital gap: 8.74 eV
energy above the lowest of the compared OMol25 structures with the same formula, charge and spin: 0.789 eV
LUMO level: 0.13 eV
SMILES: CC[C@]1(CCN)OS(=O)(=O)O[C@H]1CC(N)(N)N.O=S1(=O)CCCC1.O=S1(=O)CCCC1.O=S1(=O)CCCC1.O=S1(=O)CCCC1.O=S1(=O)CCCC1

```
! RIJCOSX wB97M-V def2-TZVPD def2/J DEFGRID3
* xyz 0 1
C -5.73820 3.23709 -3.11439
C -4.28479 3.12557 -2.66703
C -3.98543 2.00153 -1.63865
C -3.60852 0.68043 -2.24655
C -4.15295 0.40114 -3.63721
N -4.44163 -1.04510 -3.79355
O -5.21056 1.92481 -0.80473
S -5.22559 3.01632 0.30293
O -5.67577 2.50819 1.53120
O -5.83894 4.21497 -0.12288
O -3.62950 3.28989 0.37608
C -2.95655 2.56389 -0.63626
C -1.82888 1.71625 -0.04050
C -2.12191 0.48197 0.83655
N -3.49611 0.42868 1.28948
N -1.24719 0.59371 2.02179
N -1.83777 -0.78978 0.15036
H -6.24235 2.28575 -3.13534
H -5.79822 3.64405 -4.11423
H -6.31312 3.88456 -2.47284
H -4.02251 4.07256 -2.21843
H -3.65840 3.00947 -3.53754
H -3.96820 -0.07479 -1.56165
H -2.54480 0.55774 -2.30361
H -3.40536 0.67577 -4.36919
H -5.04205 0.96788 -3.86705
H -5.25946 -1.13814 -4.38360
H -4.74518 -1.40722 -2.89710
H -2.40012 3.26098 -1.24371
H -1.26277 2.38482 0.58996
H -1.16100 1.40207 -0.83003
H -3.65172 -0.43861 1.79041
H -3.64051 1.18020 1.95387
H -0.27749 0.46064 1.76087
H -1.47899 -0.18526 2.62540
H -1.51260 -0.66487 -0.79395
H -2.64424 -1.39541 0.15731
C 0.97465 -3.46457 5.95292
C 1.73952 -2.22144 6.41947
C 2.48728 -1.66550 5.20170
S 1.52516 -2.14332 3.76668
O 2.30400 -3.06912 2.97407
O 0.91961 -0.97402 3.17275
C 0.27831 -3.06702 4.65487
H 0.25998 -3.80749 6.69936
H 1.67993 -4.26921 5.76244
H 1.03590 -1.47564 6.79539
H 2.43302 -2.45479 7.22510
H 2.57034 -0.58284 5.22904
H 3.47463 -2.11267 5.10387
H -0.03752 -3.91300 4.04858
H -0.56430 -2.39996 4.83603
C 5.30589 -5.95723 3.90378
C 6.13409 -6.93179 4.75491
C 5.46999 -7.01241 6.13647
S 3.72605 -6.67049 5.86807
O 3.39154 -5.43022 6.52577
O 2.95159 -7.86189 6.09941
C 3.84859 -6.35510 4.11102
H 5.58218 -6.00041 2.85222
H 5.46336 -4.93395 4.25018
H 6.13173 -7.91767 4.28683
H 7.17140 -6.61273 4.83952
H 5.56489 -7.99458 6.59092
H 5.85233 -6.25273 6.81487
H 3.13937 -5.57712 3.83068
H 3.61089 -7.28529 3.59639
C 2.65675 4.69495 3.82877
C 1.64935 4.15746 2.80171
C 1.43222 2.66816 3.10346
S 1.72897 2.47185 4.86119
O 2.89864 1.64267 5.04279
O 0.49083 2.17580 5.53160
C 2.18686 4.17208 5.18322
H 2.70765 5.78261 3.81879
H 3.65402 4.30921 3.60716
H 0.70472 4.69497 2.90369
H 1.99883 4.30101 1.78034
H 0.41654 2.34014 2.88793
H 2.14686 2.03692 2.57894
H 2.95264 4.19875 5.95446
H 1.29180 4.69151 5.52263
C 1.31697 4.63192 -4.65469
C 0.24779 4.37160 -5.72468
C -0.28343 2.94735 -5.50944
S -0.07112 2.59697 -3.76435
O 0.89068 1.53304 -3.60520
O -1.36078 2.51386 -3.11756
C 0.71487 4.14788 -3.33957
H 1.59262 5.68365 -4.60233
H 2.21812 4.05879 -4.88225
H -0.56533 5.09056 -5.60757
H 0.64604 4.49037 -6.73055
H -1.33333 2.84880 -5.76598
H 0.29292 2.20735 -6.05387
H 1.44921 3.97419 -2.55656
H -0.06228 4.82329 -2.98234
C 1.48099 -1.49147 -7.41390
C 1.24605 -2.39709 -6.19664
C -0.01254 -1.88693 -5.48210
S -1.02704 -1.11952 -6.74920
O -1.11498 0.29432 -6.46330
O -2.20868 -1.90344 -6.98114
C 0.12431 -1.35145 -8.09961
H 2.22726 -1.90474 -8.09021
H 1.83306 -0.51213 -7.08222
H 1.09014 -3.42408 -6.53157
H 2.10158 -2.39865 -5.52402
H -0.58537 -2.68589 -5.01990
H 0.22172 -1.12246 -4.74203
H 0.05917 -0.50431 -8.77803
H -0.16029 -2.26739 -8.61530
*
```


A cluster of 2 separate species, C16H17NO in total at a distorted geometry. Source: the Open Molecules 2025 dataset; level of theory: ωB97M-V with the def2-TZVPD basis set.

calculated total energy: -749.83148 Eh
orbital gap: 8.93 eV
energy above the lowest of the compared OMol25 structures with the same formula, charge and spin: 1.873 eV
LUMO level: 0.85 eV
SMILES: Cc1c[nH]c2ccccc12.Cc1ccc(O)cc1

```
! RIJCOSX wB97M-V def2-TZVPD def2/J DEFGRID3
* xyz 0 1
C 1.43576 -0.37670 -2.49456
C 1.45720 -2.17876 0.69763
C 1.98085 -1.25210 -0.23076
C 1.20182 -1.43648 -1.45333
C 0.28270 -2.40797 -1.28279
C 2.17466 -2.56971 1.85292
C 3.27024 -1.80421 2.10797
C 3.26829 -0.73419 -0.02298
C 3.92687 -0.93187 1.19562
N 0.37278 -2.79827 0.08005
H -0.06551 -3.54516 0.59959
H 1.83681 -3.26339 2.60326
H -0.43123 -2.85189 -1.95859
H 3.86199 -2.08164 2.97802
H 3.71360 -0.07641 -0.72699
H 1.00490 -0.50633 -3.52331
H 2.46998 -0.17931 -2.63200
H 4.93772 -0.54615 1.27478
H 0.83220 0.45809 -2.13205
C -3.10203 3.03595 2.21814
C -1.38468 2.29277 0.64186
C -2.70670 2.21353 1.01650
C -0.92149 1.71376 -0.55797
C -1.82411 1.08162 -1.40386
C -3.54264 1.35932 0.31230
C -3.11611 0.88699 -0.92181
O -1.71121 0.59620 -2.67830
H -0.65446 2.99449 1.07456
H 0.14816 1.73064 -0.80189
H -3.64506 3.85850 1.76217
H -2.31678 3.24070 2.89687
H -4.50643 1.15323 0.77704
H -0.79605 0.33900 -2.87475
H -3.75924 0.13503 -1.35474
H -3.69280 2.45069 2.96140
*
```